No. 1
Here is 7 unconnected molecules or ions with the total composition C60H67N7O18S in a non-equilibrium geometry from the OMol25 dataset. Energies are from wB97M-V/def2-TZVPD.

Results
Calculated total energy = -121410.7672 eV
HOMO energy = -9.26 eV

The geometry in XYZ format:
```
153
Properties=species:S:1:pos:R:3:forces:R:3:lowdin_charge:R:1
C 6.68107 -1.58270 -0.53180 0.04 -0.04 -0.27 -0.10
C 6.50033 -0.64714 -1.72834 0.04 -0.01 0.18 -0.21
C 5.37195 -1.06771 -2.67072 0.10 0.40 0.02 -0.22
O 4.37752 -1.76830 -1.95186 -0.03 -0.21 -0.01 -0.15
C 3.33432 -2.22467 -2.76634 0.08 0.11 0.16 -0.15
C 2.32393 -1.17897 -3.21400 -0.07 0.10 -0.34 -0.05
C 1.70123 -1.23570 -4.40681 0.27 -0.21 0.31 -0.08
C 1.92057 -2.28479 -5.46204 -0.49 0.10 0.15 -0.11
C 0.65627 -3.14387 -5.66162 0.40 -0.27 0.13 -0.17
C 0.43704 -4.19844 -4.57236 -0.13 0.07 0.02 -0.15
C -0.16483 -3.63578 -3.28794 0.34 -0.48 -0.01 -0.16
N -0.77795 -4.68043 -2.42333 -0.69 0.74 0.24 -0.09
C -0.58888 -4.38355 -1.00091 0.11 0.01 -0.23 -0.07
C -2.10650 -4.89833 -2.83664 0.31 -0.33 -0.46 -0.49
C -3.23572 -4.64445 -1.87605 -0.07 -0.28 0.28 0.01
O -2.34133 -5.21551 -3.98871 -0.07 0.29 0.21 0.06
C 0.67936 -0.20155 -4.77753 0.13 0.22 -0.39 -0.28
O 0.41104 -0.01931 -5.95100 -0.02 -0.10 0.30 0.12
C 0.04545 0.61930 -3.71312 -0.09 -0.13 0.47 -0.07
C -1.18396 1.41712 -4.08320 0.26 -0.24 -0.12 -0.14
C -2.45117 1.15517 -3.26558 -0.30 0.09 -0.19 -0.24
C -3.11547 -0.22799 -3.30071 -0.08 0.07 0.35 -0.55
S -3.25322 -0.97283 -4.94932 0.20 0.13 -0.35 0.75
C 0.66993 0.67600 -2.52362 -0.37 0.09 -0.27 -0.08
C 0.23083 1.53762 -1.37400 0.45 0.02 0.07 -0.10
C -0.05416 0.69449 -0.13060 0.31 0.04 -0.04 -0.14
O -1.10176 1.32543 0.63236 -0.18 -0.18 -0.25 -0.03
C -1.79710 0.42707 1.38995 0.17 -0.05 0.39 -0.52
C -3.14837 0.06367 0.84240 -0.16 0.23 -0.03 0.04
O -1.35655 -0.01148 2.41839 -0.09 0.01 -0.27 0.12
C 1.94897 -0.06864 -2.28803 0.19 0.18 0.15 -0.26
O 2.64458 0.27540 -1.35077 -0.17 -0.24 -0.18 0.14
H 6.65911 -2.62092 -0.86666 -0.05 -0.05 0.11 0.08
H 5.88962 -1.43082 0.19914 -0.02 -0.12 0.02 0.08
H 7.64468 -1.40638 -0.05877 -0.02 0.05 0.02 0.04
H 6.32257 0.37056 -1.37868 -0.01 -0.02 0.08 0.10
H 7.43810 -0.62069 -2.28768 -0.08 0.07 -0.12 0.11
H 4.92441 -0.17232 -3.12267 0.05 -0.05 -0.11 0.12
H 5.76493 -1.69021 -3.48660 -0.09 -0.16 0.05 0.12
H 3.75765 -2.72038 -3.64481 -0.06 -0.03 0.00 0.11
H 2.80860 -2.98904 -2.18282 -0.01 0.03 0.01 0.13
H 2.73010 -2.95759 -5.19303 0.15 0.14 -0.18 0.10
H 2.13964 -1.76892 -6.39698 0.11 -0.06 -0.02 0.13
H 0.76330 -3.66596 -6.61408 -0.11 0.08 -0.05 0.12
H -0.21436 -2.49248 -5.72332 -0.15 -0.03 -0.18 0.09
H -0.24555 -4.95871 -4.94833 0.01 0.06 0.01 0.10
H 1.37150 -4.70944 -4.32150 0.05 0.00 -0.08 0.12
H -0.91625 -2.87508 -3.52146 -0.11 0.12 -0.11 0.11
H 0.59636 -3.13756 -2.68890 -0.01 -0.04 0.02 0.09
H -1.03571 -5.16207 -0.38740 0.03 0.04 0.02 0.09
H 0.48046 -4.36588 -0.79773 0.01 -0.05 0.02 0.09
H -0.99723 -3.40564 -0.71316 -0.05 -0.03 0.06 0.08
H -4.16575 -4.90621 -2.37055 -0.01 0.05 -0.01 0.09
H -3.14403 -5.22281 -0.95695 0.00 -0.01 -0.01 0.08
H -3.25175 -3.59103 -1.58543 0.03 0.02 -0.04 0.08
H -0.91745 2.47054 -3.99649 -0.10 0.11 0.10 0.11
H -1.37758 1.25231 -5.14324 -0.04 -0.08 0.03 0.10
H -3.20289 1.87044 -3.61142 0.08 0.08 -0.01 0.12
H -2.28330 1.38525 -2.21278 -0.07 0.01 0.00 0.08
H -2.63155 -0.91427 -2.60382 0.17 -0.10 -0.22 0.06
H -4.13672 -0.09323 -2.94255 0.06 -0.05 0.16 0.06
H -3.02659 -2.24463 -4.61800 -0.01 -0.16 0.15 -0.17
H 1.04594 2.22685 -1.14779 -0.08 0.05 0.00 0.12
H -0.63169 2.14298 -1.63051 0.01 -0.05 0.02 0.10
H -0.35273 -0.32379 -0.41272 -0.21 0.07 -0.01 0.13
H 0.84299 0.59677 0.47835 -0.04 0.02 0.08 0.13
H -3.24298 -1.01961 0.79569 0.00 -0.02 0.02 0.09
H -3.91426 0.43370 1.52590 0.00 -0.06 0.03 0.09
H -3.31871 0.51373 -0.13217 0.02 -0.08 -0.03 0.07
O -2.98863 -5.30996 -12.41036 -0.02 -0.06 -0.05 0.07
N -2.64660 -4.34344 -11.76087 -0.02 0.00 0.04 -0.36
O -2.20323 -3.31657 -12.23148 0.03 0.06 -0.04 0.08
C -2.77830 -4.42297 -10.29540 0.00 -0.01 0.06 -0.15
C -3.25210 -5.59291 -9.73139 -0.05 -0.12 0.05 -0.01
C -3.36239 -5.66775 -8.35193 0.02 0.06 0.00 -0.06
C -3.00264 -4.58257 -7.56357 -0.01 0.03 0.07 -0.06
C -2.53463 -3.41538 -8.15537 -0.01 -0.07 0.09 -0.06
C -2.41788 -3.32766 -9.53285 0.04 0.10 0.06 0.00
H -3.52807 -6.42722 -10.35815 0.02 0.03 -0.07 0.12
H -3.72830 -6.57499 -7.89162 0.00 -0.01 0.00 0.11
H -3.08715 -4.64868 -6.48468 0.04 -0.02 -0.02 0.09
H -2.25355 -2.57192 -7.53851 0.01 0.04 -0.01 0.09
H -2.05370 -2.42782 -10.00487 0.00 -0.03 -0.07 0.12
O 0.95870 3.94871 -3.56627 0.04 -0.08 -0.01 0.07
N 0.57277 4.90917 -2.92854 0.01 0.04 -0.03 -0.33
O 0.35755 4.89973 -1.73470 -0.01 0.01 0.07 0.09
C 0.34337 6.16504 -3.65973 -0.01 0.06 -0.04 -0.15
C 0.54810 6.18549 -5.02687 0.03 -0.02 -0.13 0.00
C 0.31754 7.36719 -5.71198 -0.02 0.05 0.04 -0.06
C -0.10713 8.49827 -5.02731 0.00 -0.02 0.01 -0.07
C -0.30094 8.45439 -3.65276 0.01 -0.01 -0.07 -0.06
C -0.07602 7.27857 -2.95602 -0.04 0.09 0.08 0.00
H 0.87990 5.29774 -5.54377 0.00 -0.04 0.06 0.12
H 0.46905 7.40357 -6.78166 0.00 0.00 -0.01 0.11
H -0.28845 9.41785 -5.56736 0.00 0.01 0.00 0.11
H -0.62926 9.33672 -3.12145 0.00 0.01 0.01 0.11
H -0.22291 7.22696 -1.88789 0.01 -0.07 0.01 0.12
O -5.12220 1.63131 5.61404 -0.09 -0.07 -0.02 0.06
N -4.51039 2.34066 6.38948 0.05 -0.01 -0.02 -0.35
O -5.00570 2.89962 7.34525 -0.02 0.01 0.07 0.08
C -3.07173 2.52915 6.14691 0.06 0.02 -0.04 -0.15
C -2.49938 1.92116 5.04535 0.01 -0.08 -0.13 0.00
C -1.14890 2.10873 4.80532 0.13 0.08 0.10 -0.04
C -0.39273 2.88997 5.67056 -0.05 0.05 -0.01 -0.06
C -0.98909 3.48972 6.77406 0.02 -0.04 -0.06 -0.07
C -2.34133 3.31349 7.02034 0.06 0.08 0.11 0.00
H -3.09509 1.30981 4.38482 -0.05 0.00 0.04 0.11
H -0.69344 1.63971 3.94602 0.01 -0.03 0.00 0.09
H 0.66175 3.04134 5.48326 0.01 -0.02 0.02 0.10
H -0.40002 4.10621 7.44007 0.01 0.02 0.00 0.10
H -2.81957 3.77691 7.87012 -0.07 -0.02 -0.02 0.12
O -10.76395 -1.69835 3.36744 -0.07 -0.02 -0.02 0.08
N -9.63731 -1.29840 3.57467 0.01 0.01 0.01 -0.36
O -8.86798 -0.92516 2.71285 0.04 0.02 -0.05 0.07
C -9.16797 -1.26753 4.97097 0.03 -0.01 0.06 -0.15
C -10.01128 -1.72129 5.96828 -0.09 -0.04 0.09 -0.01
C -9.55762 -1.70318 7.27708 0.07 0.03 0.00 -0.07
C -8.28171 -1.23587 7.56714 -0.03 -0.01 -0.05 -0.07
C -7.45545 -0.78005 6.54901 -0.01 -0.03 0.08 -0.06
C -7.89777 -0.79319 5.23674 0.13 0.04 -0.02 0.00
H -10.99962 -2.08100 5.72590 0.01 0.01 -0.07 0.12
H -10.20142 -2.05582 8.07093 -0.01 0.00 0.00 0.11
H -7.93103 -1.22597 8.59054 0.00 0.01 0.01 0.11
H -6.46489 -0.40873 6.76988 -0.01 0.04 -0.01 0.10
H -7.26532 -0.43917 4.43713 -0.05 0.00 -0.04 0.12
O 4.79060 3.11618 7.71787 0.12 0.00 -0.03 0.08
N 3.59254 3.01232 7.87627 0.01 -0.05 0.01 -0.35
O 2.76490 3.20015 7.00848 -0.09 0.03 -0.06 0.07
C 3.11016 2.62858 9.21368 -0.02 -0.02 0.07 -0.14
C 4.03028 2.46749 10.23264 0.09 0.00 0.09 0.00
C 3.56942 2.11655 11.49099 -0.07 -0.01 0.00 -0.06
C 2.21075 1.92906 11.70924 0.01 0.01 -0.03 -0.07
C 1.30613 2.08735 10.66770 0.05 0.00 0.05 -0.06
C 1.75452 2.44131 9.40575 -0.13 -0.03 -0.02 0.00
H 5.08300 2.61583 10.04679 -0.01 0.02 -0.07 0.12
H 4.27280 1.99008 12.30210 0.01 0.00 0.01 0.11
H 1.85596 1.65673 12.69417 0.00 -0.01 0.01 0.11
H 0.24925 1.93412 10.83642 -0.01 0.00 -0.01 0.11
H 1.06413 2.56015 8.58464 0.04 0.01 -0.05 0.10
O 10.05597 -0.39333 1.40245 0.08 -0.02 -0.01 0.08
N 9.11487 0.33010 1.65799 -0.06 -0.11 -0.02 -0.35
O 8.36490 0.79975 0.82826 -0.01 0.17 -0.02 0.07
C 8.85351 0.63919 3.07335 -0.01 0.04 0.06 -0.15
C 9.71174 0.13592 4.03242 0.10 -0.06 0.08 -0.01
C 9.46520 0.43384 5.36237 -0.05 0.04 0.02 -0.07
C 8.37376 1.21853 5.71061 0.00 -0.01 -0.04 -0.07
C 7.52101 1.70825 4.72992 0.03 -0.02 0.04 -0.06
C 7.75949 1.42035 3.39556 -0.10 0.06 0.02 0.00
H 10.55353 -0.47537 3.74459 -0.01 0.01 -0.08 0.12
H 10.12668 0.05178 6.12756 0.01 -0.01 0.00 0.11
H 8.18559 1.44921 6.75021 -0.02 0.01 0.02 0.11
H 6.66869 2.31420 5.00434 -0.02 0.01 0.01 0.11
H 7.10623 1.79135 2.62048 0.04 -0.03 -0.06 0.12
```
Forces are in eV/Å.

=====

No. 2
Here is a gas-phase ion, C7H11Br2N2 (charge +1) in a non-equilibrium geometry from the OMol25 dataset. Energies are from wB97M-V/def2-TZVPD.

Results
Net charge = +1
Calculated total energy = -150493.3407 eV
HOMO energy = -13.24 eV

The geometry in XYZ format:
```
22
Properties=species:S:1:pos:R:3:forces:R:3:lowdin_charge:R:1
C 2.28181 1.33363 -0.76347 0.28 0.41 0.06 0.05
C 1.84098 0.17807 -1.12636 -0.32 -0.40 -0.17 -0.09
C 1.42773 -0.99122 -1.54501 0.50 0.08 -0.20 -0.15
C 0.05916 -1.46822 -1.59555 -0.94 -0.24 0.26 -0.62
Br -0.30921 -2.51749 -3.15719 0.09 0.33 0.47 0.84
C -0.97587 -1.32345 -0.75603 0.38 -0.57 -0.94 -0.14
N -0.98735 -0.63515 0.54105 -0.22 -0.05 -0.10 -0.14
C 0.09821 -1.07736 1.44396 0.71 -0.27 0.75 0.00
C -1.04489 0.85815 0.38102 -0.20 1.07 0.94 -0.62
N -1.82086 1.21828 -0.69248 -0.23 0.00 -0.01 0.08
Br -1.74594 1.54858 2.25507 0.43 -0.51 -1.14 0.61
H 2.34099 2.15244 -1.46381 -0.05 0.10 -0.20 0.09
H 2.66536 1.52924 0.22569 0.02 -0.08 0.25 0.09
H 2.15101 -1.64879 -2.01379 0.11 -0.01 0.05 0.12
H -1.92799 -1.75089 -1.02401 -0.10 0.05 0.09 0.11
H -1.86864 -0.90211 0.99767 0.16 0.08 -0.07 0.16
H 0.04391 -2.15749 1.56467 -0.11 0.06 -0.13 0.12
H 1.06401 -0.81561 1.01970 -0.17 0.00 -0.04 0.09
H -0.01340 -0.60560 2.41796 -0.12 0.07 -0.13 0.07
H -0.03021 1.25430 0.30160 -0.32 -0.17 0.17 0.09
H -2.79721 0.95255 -0.66439 0.01 0.07 0.05 0.12
H -1.70927 2.17120 -1.00658 0.09 -0.01 0.04 0.12
```
Forces are in eV/Å.

=====

No. 3
Here is 2 unconnected molecules or ions with the total composition C2H8S2 in a non-equilibrium geometry from the OMol25 dataset. Energies are from wB97M-V/def2-TZVPD.

Results
Net charge = +1
Calculated total energy = -23864.1468 eV
HOMO energy (alpha / beta) = -14.69 / -12.68 eV
Expectation value of S² = 0.755
Spin multiplicity = 2

The geometry in XYZ format:
```
12
Properties=species:S:1:pos:R:3:forces:R:3:lowdin_spin:R:1
C 1.22691 -1.02529 1.45983 -1.21 -0.39 -0.95 0.03
S 0.95548 -1.82936 -0.19225 -0.73 0.61 0.87 0.35
H 0.61134 -1.64732 2.11968 0.79 -0.05 0.32 0.01
H 2.27485 -0.87471 1.67676 -0.01 -0.30 0.24 0.00
H 0.68852 -0.07903 1.45603 0.22 0.25 -0.25 0.01
H 2.19700 -2.14987 -0.47068 0.85 -0.08 -0.20 0.02
C -1.43586 0.83892 -1.03575 -0.02 -0.09 -0.24 0.07
S -0.46997 2.24812 -1.69502 -2.23 -0.09 1.78 0.46
H -0.71756 0.03612 -1.03620 0.30 -0.84 -0.08 0.02
H -1.81691 0.99213 -0.04080 0.44 0.59 0.58 0.00
H -2.36389 0.49690 -1.51413 0.55 0.28 -0.95 0.02
H -1.14990 2.99340 -0.72748 1.06 0.12 -1.12 0.01
```
Forces are in eV/Å.